1:
{
  "formula": "C5H6N4O2S",
  "method": "ωB97M-V with the def2-TZVPD basis set",
  "lumo_ev": 0.2,
  "total_charge": 0,
  "orbital_gap_ev": 7.9,
  "symbols": ["C", "C", "C", "C", "C", "N", "N", "N", "N", "O", "O", "S", "H", "H", "H", "H", "H", "H"],
  "coordinates": [[-0.8786, 1.6352, 0.6109], [2.2579, -0.8698, 2.2854], [0.8401, 0.8169, 1.8540], [0.2807, -0.2643, 0.2743], [-1.5633, 0.3292, -1.2677], [-0.0124, 1.7318, 1.6565], [1.7720, 0.2757, 2.5390], [-0.7520, 0.4346, -0.1051], [1.9765, -1.7635, 1.3385], [0.3506, -2.8331, -0.2512], [2.1174, -1.3620, -1.0790], [1.0905, -1.6122, -0.1510], [-1.8391, 2.2342, 0.3961], [3.0331, -1.1823, 3.1337], [-2.5637, 0.7219, -0.9537], [-0.9546, 0.6461, -2.0888], [-1.9494, -0.7633, -1.3216], [2.4594, -2.5836, 1.5685]],
  "lowdin_charge": [-0.11, -0.24, -0.18, -0.21, -0.03, 0.09, 0.09, -0.20, -0.01, -0.29, -0.27, 0.60, 0.15, 0.17, 0.11, 0.10, 0.13, 0.10]
}

=====

2:
{
  "formula": "C5H6N4O2S",
  "method": "ωB97M-V with the def2-TZVPD basis set",
  "lumo_ev": [-2.2, -2.2],
  "total_charge": 0,
  "orbital_gap_ev": [8.7, 8.7],
  "symbols": ["C", "C", "C", "C", "C", "N", "N", "N", "N", "O", "O", "S", "H", "H", "H", "H", "H", "H"],
  "coordinates": [[-3.2539, -0.1998, 0.7328], [0.9212, 0.8016, -0.0820], [-0.3980, 0.8632, -0.4017], [1.4711, -1.7778, 0.4163], [1.9317, -0.3083, 0.2689], [-3.6998, 0.1262, 1.7379], [1.3602, 2.0971, -0.1562], [-0.8593, 2.0802, -0.5264], [0.2346, 2.8026, -0.4017], [-1.7910, -2.1926, -0.3089], [-2.9380, -0.6829, -1.9725], [-2.2082, -0.8284, -0.6971], [2.4849, -2.4108, 0.6643], [0.9768, -2.1838, -0.5189], [0.5592, -1.9838, 1.1538], [2.7284, -0.1570, -0.4840], [2.3608, 0.1221, 1.1224], [0.1193, 3.8322, -0.5470]],
  "lowdin_charge": [-0.28, -0.27, -0.09, -0.12, -0.20, 0.11, 0.12, 0.07, -0.07, -0.37, -0.35, 0.78, 0.12, 0.06, 0.10, 0.12, 0.08, 0.19]
}

=====

Energies in kJ/mol, measured from the most stable structure: 1 0.0; 2 98.9.